(1)
Molecular formula: C4H14NO2
Method: DFT, wB97M-V/def2-TZVPD

Values from the calculation:
- HOMO energy: -14.58 eV
- Net charge: +1
- Frontier orbital gap: 11.65 eV

Structure (XYZ):
```
21
C4H14NO2, DFT wB97M-V/def2-TZVPD
H 1.342 1.619 2.663
H 0.294 -1.117 0.317
H 1.471 1.087 0.019
H -1.409 1.044 -2.895
O 1.293 -2.696 0.050
C 0.589 0.972 0.799
H -0.718 2.004 -1.475
O -2.386 0.703 -1.048
C -1.215 0.954 -1.816
H 0.106 0.457 2.852
H -0.144 1.770 0.923
H -0.764 -1.199 -1.614
H 0.867 -3.625 -0.140
H 1.878 -2.582 0.755
N -0.139 -0.220 0.050
H -3.280 0.700 -1.586
C 1.071 0.684 2.194
C -0.293 -0.155 -1.421
H 1.773 -0.032 2.557
H -1.142 -0.227 0.639
H 0.809 -0.141 -1.825
```


(2)
Molecular formula: C7H17N
Method: DFT, wB97M-V/def2-TZVPD

Values from the calculation:
- HOMO energy: -7.99 eV
- Frontier orbital gap: 8.05 eV
- SMILES: CC(C)/C=N/C(C)C.[H][H]

Structure (XYZ):
```
25
C7H17N, DFT wB97M-V/def2-TZVPD
H 2.110 -2.170 -0.645
C 1.461 -1.276 -0.661
H 0.776 -1.342 -1.503
H -1.642 -0.571 -0.017
C 0.743 -1.132 0.757
C 0.345 2.178 -0.731
H -0.413 -2.113 2.292
H 1.108 1.909 -1.466
H -2.162 0.230 -2.220
H -1.660 2.077 -0.372
C -0.967 1.330 -0.802
H 2.053 -0.380 -0.734
H -1.489 1.893 -2.823
N -0.044 0.050 1.168
H 0.179 0.807 3.891
H -0.142 1.096 4.495
C -0.757 0.087 0.041
H -0.856 -2.678 0.688
H 0.189 3.234 -0.949
H 0.722 -3.172 1.573
H 1.590 -1.213 1.468
H 0.754 2.010 0.258
C -0.024 -2.413 1.316
H -0.509 0.590 -2.802
C -1.368 0.967 -2.222
```


(3)
Molecular formula: C2H4N2O
Method: DFT, wB97M-V/def2-TZVPD

Values from the calculation:
- HOMO energy: -10.16 eV
- Frontier orbital gap: 10.81 eV
- SMILES: [H]/N=C/NC=O

Structure (XYZ):
```
9
C2H4N2O, DFT wB97M-V/def2-TZVPD
N 1.457 -1.359 -0.100
N -0.603 -0.167 -0.179
H 1.726 -2.334 -0.334
C -0.160 1.022 0.309
C 0.201 -1.317 -0.308
O -0.854 2.024 0.347
H 0.885 0.938 0.708
H -1.580 -0.161 -0.640
H -0.422 -2.188 -0.564
```


(4)
Molecular formula: C33H54BrFI2KN4NaO4
Method: DFT, wB97M-V/def2-TZVPD

Values from the calculation:
- HOMO energy: -4.31 eV
- Frontier orbital gap: 1.49 eV

Structure (XYZ):
```
101
C33H54BrFI2KN4NaO4, DFT wB97M-V/def2-TZVPD
C -1.363 0.749 -3.424
N -0.804 2.218 -0.738
C -4.008 0.097 0.392
H 0.097 -1.318 -2.042
H -2.194 -0.115 4.311
H -1.150 -2.174 5.109
H -1.313 -2.912 3.350
H 5.769 -2.169 2.101
C -3.432 -0.438 -2.180
H 9.334 -2.239 -2.221
H -4.523 -2.044 4.423
K -1.993 3.097 6.674
H -5.632 -2.351 -1.843
H -4.619 -0.167 4.220
H -2.243 -0.903 2.637
H 4.022 -3.832 2.335
O -1.161 6.425 -1.171
H 3.260 -2.450 -1.480
H 2.802 -2.506 1.735
C 5.457 -1.792 -0.176
C -3.858 -1.219 -3.503
H -0.354 3.038 3.609
H -5.881 0.062 1.333
C -1.234 3.510 3.055
C -3.298 -2.713 -3.625
N -2.655 1.755 1.807
H -8.044 -2.776 -1.811
N 8.539 -2.217 0.892
H 0.671 0.326 -4.236
C 3.081 -1.336 -1.217
C 4.938 -1.923 1.351
H 11.847 -1.999 -0.469
C 11.224 -1.679 -1.310
H -2.635 -3.204 4.588
H -8.359 -1.146 -2.767
C -2.532 -1.052 3.748
H -1.635 0.047 -4.279
H 10.214 -3.586 -1.483
H -5.014 -1.258 -3.515
H 2.803 0.313 -2.698
H 11.865 0.382 -1.160
H 3.651 -3.543 0.487
H 2.551 -1.234 -0.211
H -3.931 -2.018 1.654
H 5.413 -2.805 -0.720
C 0.728 -0.371 -2.119
C 10.933 -0.188 -1.169
C -4.349 -0.672 -0.902
H -1.201 5.022 5.057
O -3.842 -3.451 -4.503
F -3.041 5.967 4.695
H -6.652 0.667 -2.076
H 4.470 -0.894 1.614
C -0.610 2.885 0.502
H 6.564 -1.490 -0.121
C -2.211 0.550 -2.088
C -1.914 1.306 -0.728
C 9.954 -2.530 -1.368
H 4.590 0.273 -0.470
Na -2.047 8.239 -2.388
H -1.062 4.613 2.766
Br 2.889 -5.589 1.513
C 9.163 -2.355 -0.103
C -5.621 -1.671 -0.917
H -5.658 -1.945 2.298
H 0.762 0.200 -1.112
H -5.607 -2.393 -0.012
C -2.341 4.770 5.068
O -1.022 6.951 -5.730
H -1.605 1.818 -3.806
H -0.658 5.847 -0.578
H 0.705 1.722 -3.044
N -4.892 -0.091 1.561
C 3.793 -3.072 1.524
C -8.200 -1.633 -1.742
H -3.573 -0.676 -4.481
C -1.856 -2.427 4.247
I -1.677 -3.585 -2.478
H -7.409 -0.977 0.230
H -0.547 6.611 -1.895
H -2.623 4.462 6.166
C 0.231 0.681 -3.224
H 10.409 0.033 -0.235
C -7.040 -0.905 -0.866
C -4.646 -1.382 2.278
H 5.130 -0.623 -2.050
H -2.607 2.557 4.656
C -1.547 2.646 1.718
H -3.517 3.733 3.439
C 4.580 -0.720 -1.036
C -2.551 3.529 4.017
C -2.792 1.108 0.532
H 2.412 -1.344 -3.396
H 11.805 -1.842 -2.222
H -9.189 -1.505 -1.151
C 2.288 -0.696 -2.460
C -4.164 -1.146 3.802
O -6.925 0.512 -1.145
I 1.058 4.291 0.677
H 10.321 0.172 -2.001
H -0.902 6.224 -6.334
```